[1]
10
Properties=species:S:1:pos:R:3:forces:R:3 method="wB97M-V/def2-TZVPD" total_charge=0 energy_ha=-305.1046 e_above_lowest_kj_mol=459.1 e_homo_ev=-9.1 orbital_gap_ev=9.41
O -2.1868 -0.2906 -0.3797 0.1104 0.0809 -0.1575
C -0.8991 0.5305 -0.0460 0.2950 -0.0625 0.3419
C 0.1555 -0.4196 -0.0921 -0.0979 0.0260 -0.0590
O -0.0620 -1.5762 -0.5028 -0.0210 0.2431 0.0928
C 1.4758 0.0309 0.3047 0.5140 0.1997 0.1824
C 2.5538 0.4385 0.6516 -0.4284 -0.1537 -0.1202
H -1.7131 -1.1698 -0.5581 -0.0062 0.0438 0.0029
H -1.0825 1.2270 0.7607 0.0729 -0.1125 -0.0969
H -1.7524 0.4321 -1.1000 -0.2992 -0.1892 -0.1264
H 3.5107 0.7973 0.9617 -0.1396 -0.0755 -0.0600

[2]
89
Properties=species:S:1:pos:R:3:forces:R:3 method="wB97M-V/def2-TZVPD" total_charge=-1 energy_ha=-2429.7863 e_homo_ev=-4.6 orbital_gap_ev=6.64
C 7.1254 2.5913 1.7732 -0.1020 -0.0277 -0.1808
C 6.6443 1.5479 0.7355 0.0581 0.3550 1.0256
C 6.3834 0.2419 1.4967 0.1812 0.3037 -0.3195
C 5.3949 2.0787 0.0269 0.4488 0.5152 -0.5112
C 5.7029 3.4851 -0.5318 0.3147 -0.3296 0.0173
C 4.9775 1.1991 -1.1542 0.2022 0.3245 0.5056
O 4.0159 0.2306 -0.7297 0.5500 -0.7580 -0.4133
N 2.8607 0.2808 -1.4968 -2.1946 -0.7706 -0.2240
C 1.6475 0.3152 -0.6065 1.1202 1.0279 0.6571
C 1.3902 -1.0991 -0.0646 -0.2596 0.0351 0.0256
C 0.6372 -1.3339 1.2550 -0.2557 -0.3038 0.0824
O 0.0198 -0.2203 1.8433 0.2034 0.0319 -0.1347
C 1.4650 -2.0736 2.3208 -1.2541 0.6247 0.1278
F 2.2821 -1.3232 3.0214 0.4827 -0.3856 -0.0600
F 0.5321 -2.5564 3.2189 0.2758 -0.1887 0.1670
F 2.0833 -3.1592 1.8327 0.3906 0.0280 -0.0025
O 0.6718 0.8482 -1.4512 -0.1510 -0.8058 -0.1103
C -0.6632 0.8539 -1.0019 -0.7809 0.6039 0.2996
C -1.0771 2.1366 -0.2667 -0.7003 0.3323 -0.6117
C -0.9551 3.2855 -1.2769 0.0351 -0.2582 -0.0434
C -2.5645 2.0800 0.1772 0.4029 0.0249 0.2239
C -3.5702 1.8777 -0.9588 -0.7097 -0.2122 0.4617
C -2.7786 1.0792 1.3216 -0.2033 0.3592 -0.6081
C 2.0915 1.3748 0.4867 0.4516 0.5606 1.4799
O 2.5330 0.9642 1.5878 -0.3299 -0.5531 -0.9187
O 2.0164 2.5580 0.1200 -0.1314 0.0291 -0.5229
P 2.9234 -0.8273 -2.7684 1.6992 0.6445 -1.1358
O 3.8293 -0.3156 -3.7984 0.4379 0.3221 -0.2493
O 3.4995 -2.2759 -2.3027 -0.7645 0.2424 0.4482
O 1.5063 -1.1488 -3.4113 -0.2859 -0.2928 0.7293
H 7.7944 3.3321 1.3367 0.0329 0.0577 -0.0028
H 6.2608 3.1256 2.1676 -0.0303 -0.0114 0.1668
H 7.6321 2.1176 2.6139 0.1300 -0.0412 -0.0217
H 7.4683 1.4335 0.0236 -0.1608 -0.2364 -0.2685
H 7.3371 -0.2365 1.7243 0.0002 -0.1827 0.0006
H 5.9123 0.4925 2.4453 -0.2864 -0.1519 0.0046
H 5.7358 -0.4327 0.9408 -0.0054 -0.1422 0.0578
H 4.5904 2.1410 0.7627 -0.2220 -0.1125 -0.1813
H 5.6602 4.2460 0.2420 -0.0291 0.0979 0.0139
H 5.0458 3.7684 -1.3499 -0.2447 0.0287 0.1268
H 6.7226 3.4701 -0.9327 0.0282 0.1727 -0.0746
H 4.5672 1.8159 -1.9455 -0.2910 -0.1722 -0.0818
H 5.8509 0.6688 -1.5500 -0.0348 -0.0693 -0.0934
H 2.3503 -1.6036 0.0037 0.1814 0.1566 0.1457
H 0.8460 -1.6500 -0.8392 -0.0859 0.0705 -0.0747
H -0.1655 -2.0559 1.0504 0.1709 -0.2036 -0.1747
H -0.6632 -0.5588 2.4355 -0.1123 0.1156 0.0663
H -0.9937 -0.0209 -0.4419 0.5447 -0.2149 0.0828
H -1.2721 0.8567 -1.9050 0.1587 -0.2311 -0.2274
H -0.4834 2.3162 0.6254 0.2649 -0.0289 -0.0654
H 0.0822 3.5359 -1.4792 0.0810 0.1105 0.1435
H -1.5419 4.1557 -0.9783 0.2407 0.1858 0.1963
H -1.4024 2.9432 -2.2146 0.0338 0.0784 -0.1306
H -2.7691 3.0680 0.6020 0.0322 0.0923 -0.0038
H -3.8542 2.7959 -1.4721 0.2660 0.1192 -0.0690
H -3.2720 1.1449 -1.7066 0.1346 -0.0470 0.0289
H -4.4898 1.4858 -0.5074 0.0645 0.0526 -0.2123
H -3.7332 1.2613 1.8177 -0.0886 -0.0450 -0.0170
H -1.9824 1.2182 2.0462 0.0392 -0.3000 0.1065
H -2.8057 0.0720 0.9036 0.1677 -0.1953 0.3214
H 4.4555 -2.1495 -2.3315 0.1173 -0.2278 0.0254
H 1.1871 -2.0245 -3.1684 -0.0722 0.0092 0.0758
C -8.1031 -1.4584 -0.4994 -0.0052 -0.0082 0.0637
C -7.2618 -0.1988 -0.6088 0.0883 -0.2567 -0.2873
O -5.8811 -0.5101 -0.7488 -0.1578 -0.0015 0.1808
H -7.7802 -2.0568 0.3531 -0.0110 0.0450 0.0366
H -9.1608 -1.2161 -0.3790 -0.0016 -0.0231 -0.0252
H -7.9881 -2.0778 -1.3925 -0.0620 0.0469 -0.0401
H -7.3626 0.4065 0.2909 0.1102 0.0331 -0.0053
H -7.5828 0.4021 -1.4673 -0.1267 0.0736 0.0935
H -5.7806 -1.0348 -1.5485 0.0966 -0.0225 -0.0062
C -3.4650 -2.8593 -3.6571 -0.0734 0.0234 0.0362
C -2.8874 -1.5533 -3.1379 0.2971 -0.2737 -0.0206
O -2.2546 -1.7323 -1.8771 -0.3076 -0.0531 0.0503
H -4.1867 -3.2658 -2.9462 -0.0238 0.0313 -0.0032
H -3.9609 -2.7151 -4.6190 0.0269 -0.0266 -0.0111
H -2.6781 -3.6072 -3.7812 0.0112 0.0271 -0.0794
H -3.6765 -0.8151 -2.9956 0.0677 0.0635 0.0936
H -2.1599 -1.1455 -3.8478 -0.1262 0.0867 -0.0847
H -1.5453 -2.3710 -1.9919 0.0599 0.0184 0.0295
C -3.6554 -3.4489 4.2655 -0.0909 0.0930 -0.0461
C -2.4884 -2.7238 3.6194 -0.0482 -0.0153 0.3723
O -2.4755 -1.3412 3.9706 -0.0339 0.0135 -0.3028
H -4.6001 -2.9932 3.9653 0.0079 -0.0222 -0.0576
H -3.6675 -4.5029 3.9823 0.0095 -0.0014 0.0307
H -3.5954 -3.3817 5.3549 0.0587 -0.0794 0.0028
H -2.5626 -2.7744 2.5332 0.0277 0.1158 -0.0122
H -1.5408 -3.1730 3.9195 -0.0370 -0.1460 -0.0962
H -2.3941 -1.2805 4.9266 0.0870 0.0455 0.0189